47
Properties=species:S:1:pos:R:3:forces:R:3 method="wB97M-V/def2-TZVPD" gap_ev=8.99 smiles="C[C@@H](O)COOC(=O)OC[C@H]1CO1.CCN(CC)CC" e_homo_ev=-8.24 lumo_energy_ev=0.75 multiplicity=1
C 4.376530 -2.738122 -0.906529 0.2 0.4 -0.7
C 4.014297 -1.572101 -1.882028 -0.1 -0.5 1.4
O 4.520095 -1.769241 -3.184628 -0.4 -0.1 -0.1
C 2.511484 -1.279612 -1.830037 -0.4 0.4 -0.2
O 1.735030 -2.426049 -2.262451 1.3 0.3 0.3
O 0.467798 -1.888233 -2.527060 -1.7 -0.4 -1.2
C -0.444276 -2.510579 -1.699197 1.0 -0.1 -0.7
O -0.201241 -2.685358 -0.560469 0.0 -0.3 1.8
O -1.544037 -2.886522 -2.343921 0.0 0.5 -0.2
C -2.647454 -3.088185 -1.447043 -0.9 1.9 1.7
C -3.025441 -1.674758 -0.814299 -1.4 -0.7 -2.4
C -4.139414 -0.906268 -1.576849 2.5 -1.3 2.4
O -4.332218 -1.575905 -0.264977 0.8 0.8 -1.0
H 4.119054 -2.454334 0.127922 0.0 -0.3 -0.4
H 3.861217 -3.661618 -1.218557 0.1 0.3 0.3
H 5.464011 -2.904402 -0.968308 -0.4 0.0 0.1
H 4.520062 -0.676659 -1.472055 -0.3 -0.2 -0.4
H 3.947357 -2.393320 -3.654930 0.1 0.1 0.2
H 2.249846 -0.461125 -2.528448 0.3 -0.3 0.4
H 2.151445 -1.025638 -0.813768 0.4 0.0 -0.4
H -2.409607 -3.756187 -0.607891 0.1 -0.2 -0.6
H -3.529158 -3.398664 -2.017442 0.6 -0.2 0.0
H -2.204219 -1.075455 -0.373124 -0.7 -0.5 0.0
H -4.664861 -1.389946 -2.398603 0.2 0.4 0.1
H -3.853013 0.145551 -1.507482 -1.2 0.0 -0.3
C -2.919316 2.826125 1.521816 0.0 0.1 0.0
C -1.801928 1.874889 1.924612 -0.1 0.1 0.0
N -0.644296 1.935058 1.047939 0.2 -0.2 -0.3
C 0.289821 0.837958 1.249593 -0.1 -0.3 0.0
C 1.001441 0.741320 2.601672 0.2 -0.1 0.0
C -0.042376 3.248273 0.875760 -0.2 0.3 -0.1
C 0.445752 3.982820 2.128489 0.2 0.1 0.0
H -3.214259 2.668014 0.482714 0.1 0.0 0.0
H -3.795354 2.653315 2.149364 0.0 0.0 0.0
H -2.632258 3.871883 1.646138 0.0 0.0 0.0
H -2.210013 0.860187 1.888929 0.2 -0.1 0.0
H -1.533899 2.066188 2.974188 -0.1 0.0 0.1
H 1.043157 0.858952 0.455709 -0.1 0.2 0.0
H -0.257939 -0.097971 1.090126 -0.1 0.1 0.0
H 1.783814 1.492984 2.702768 -0.1 0.0 0.1
H 1.486560 -0.234066 2.690170 0.0 0.0 0.0
H 0.312413 0.837876 3.441593 0.0 0.0 0.0
H -0.768953 3.890994 0.370099 -0.1 -0.1 0.1
H 0.786019 3.170172 0.165813 0.0 -0.2 0.1
H -0.277984 3.944090 2.944145 0.0 0.0 0.0
H 0.611572 5.036733 1.892478 0.0 0.0 0.0
H 1.394738 3.586940 2.488057 -0.1 0.0 0.1

---

16
Properties=species:S:1:pos:R:3:forces:R:3 method="wB97M-V/def2-TZVPD" e_above_lowest_kcal_mol=68.5 gap_ev=10.62 smiles="O=C=O.C#CC.C=C" e_homo_ev=-10.07 lumo_energy_ev=0.55 multiplicity=1
O -4.896118 1.716612 -0.543376 -2.9 -0.5 -0.5
C -3.802134 1.930089 -0.338960 1.8 0.1 0.3
O -2.687040 2.125003 -0.142869 1.2 0.3 0.3
C -3.428937 -1.840128 -0.315750 -1.6 0.9 -1.6
C -2.371646 -2.087788 0.157335 0.5 -1.2 1.3
C -1.261733 -2.487310 0.986965 -0.2 3.3 0.6
H -4.270997 -1.518355 -0.899137 0.2 -0.2 0.3
H -1.030426 -1.619689 1.627429 -0.4 0.0 0.2
H -0.380878 -2.481638 0.458684 2.1 -0.8 -1.5
H -1.343838 -3.267903 1.661311 -0.6 -1.9 0.7
C 3.972901 1.727167 -1.062025 2.5 -0.6 0.4
C 4.484869 1.432018 0.150597 -1.3 1.8 -0.2
H 3.342244 1.044679 -1.569942 -1.1 -0.4 -0.1
H 4.516382 2.395265 -1.753767 -0.5 0.0 0.7
H 5.137670 2.103778 0.680567 0.8 0.3 -0.5
H 4.019681 0.828194 0.902931 -0.4 -1.1 -0.3

---

81
Properties=species:S:1:pos:R:3:forces:R:3 method="wB97M-V/def2-TZVPD" gap_ev=9.06 smiles="CC[C@@H](Br)[C@@]1(/C(Cl)=C(/C)Cl)OC(=O)O[C@@H]1P(O)Cl.C[C@@H]1COC(=O)O1.C[C@@H]1COC(=O)O1.C[C@@H]1COC(=O)O1.C[C@@H]1COC(=O)O1" e_homo_ev=-9.22 lumo_energy_ev=-0.17 multiplicity=1
C -2.527345 1.291939 1.899698 0.1 -0.7 -0.1
C -1.980501 -0.224775 2.340149 0.7 1.6 -0.7
C -0.545042 -0.404666 1.500008 -1.7 -0.6 -0.2
Br 0.883260 0.770538 2.259925 -0.7 -0.8 -0.4
C -0.107486 -2.016341 1.403498 -2.2 -1.1 0.8
C -1.036628 -2.511204 0.144545 2.5 0.9 -3.9
Cl -2.588866 -3.498370 0.555473 2.5 1.6 -0.8
C -0.694377 -2.184561 -1.280722 -2.4 -2.0 3.1
C -1.673781 -2.645370 -2.546585 -0.1 1.6 0.6
Cl 0.851865 -1.235245 -1.693837 -2.3 -1.4 0.8
O 1.338245 -2.301806 1.415308 0.3 -0.3 2.3
C 1.776578 -2.616239 2.816490 3.3 -1.1 1.1
O 2.974144 -3.066604 3.219388 -8.7 3.7 -3.1
O 0.552221 -2.338375 3.638819 2.3 -2.1 -2.2
C -0.496302 -2.936199 2.745950 -0.9 1.6 0.7
P 0.134265 -4.775418 2.692101 -0.4 -1.9 -1.1
O -1.153162 -5.875694 2.289864 0.8 1.5 2.8
Cl 0.683431 -5.333839 4.710500 -1.1 0.7 -1.3
H -3.551770 1.531659 2.434089 2.1 -0.5 -1.3
H -1.752029 2.133949 2.166152 -1.6 -1.8 -0.4
H -2.624173 1.253768 0.725423 -0.1 0.3 2.3
H -2.738551 -1.037591 1.968831 1.5 1.5 0.8
H -1.802297 -0.236851 3.496512 -0.3 -0.3 -2.2
H -0.788695 0.029819 0.415079 1.0 -1.2 2.4
H -2.804822 -2.727053 -2.170271 2.7 0.1 -0.6
H -1.676939 -1.703277 -3.280623 0.2 -2.4 1.6
H -1.324308 -3.633661 -3.069891 -0.7 2.2 1.2
H -1.592869 -2.867215 3.154648 2.4 0.5 -0.6
H -1.620540 -6.153712 3.138399 0.6 0.5 -1.5
C 0.918717 3.042834 5.740148 0.0 -0.3 0.1
C 0.025707 3.960026 4.927038 1.3 -0.5 0.6
C -0.530042 5.107579 5.715999 0.7 0.7 0.5
O -1.720393 5.409288 5.013776 -0.7 -0.7 -0.7
C -2.135464 4.235538 4.450039 -2.2 -0.4 -0.9
O -3.239277 4.056313 3.958150 2.5 0.4 1.1
O -1.153174 3.285629 4.515992 -1.2 0.6 -0.2
H 1.906880 3.489577 5.886679 -0.2 0.0 -0.1
H 0.486807 2.840055 6.726438 0.0 0.1 -0.1
H 1.036294 2.073876 5.243939 0.1 0.2 -0.1
H 0.551349 4.298577 4.026650 -0.1 0.0 0.2
H 0.141559 5.969499 5.737746 -0.3 -0.1 -0.1
H -0.800291 4.838439 6.743879 0.2 -0.2 -0.1
C 3.331874 -6.483775 -2.983945 -0.1 -0.3 0.1
C 2.438864 -5.566582 -3.797055 1.2 -0.5 0.6
C 1.883115 -4.419030 -3.008094 0.7 0.6 0.5
O 0.692763 -4.117320 -3.710317 -0.5 -0.7 -0.7
C 0.277692 -5.291071 -4.274054 -2.1 -0.6 -1.0
O -0.826120 -5.470296 -4.765943 2.5 0.5 1.1
O 1.259983 -6.240979 -4.208101 -1.2 0.7 -0.2
H 4.320038 -6.037031 -2.837414 -0.2 0.0 -0.1
H 2.899963 -6.686553 -1.997655 0.0 0.1 -0.2
H 3.449451 -7.452732 -3.480154 0.1 0.2 0.0
H 2.964505 -5.228031 -4.697443 -0.1 0.1 0.1
H 2.554715 -3.557110 -2.986347 -0.3 0.0 -0.1
H 1.612865 -4.688169 -1.980214 0.2 -0.1 -0.1
C -2.798921 -2.642776 -8.691263 0.0 -0.3 0.0
C -3.064559 -1.502938 -7.726866 0.1 -0.7 -1.2
C -1.827548 -0.753996 -7.330527 0.5 0.4 -0.6
O -2.182729 -0.231251 -6.064956 -0.6 -0.4 0.8
C -3.083745 -1.109611 -5.531638 -0.9 -0.1 2.2
O -3.441914 -1.109834 -4.363651 0.7 0.2 -2.8
O -3.526112 -1.993165 -6.477795 0.3 0.7 1.1
H -2.637998 -2.265970 -9.705975 -0.1 0.0 0.2
H -1.912404 -3.214701 -8.395591 -0.1 0.1 0.0
H -3.637344 -3.346949 -8.701962 0.1 0.2 -0.1
H -3.834545 -0.836383 -8.132377 0.1 0.1 0.1
H -1.577238 0.047804 -8.029732 -0.1 0.0 0.3
H -0.951574 -1.399884 -7.198213 -0.2 -0.1 -0.1
C 3.686226 8.056502 1.453058 0.1 0.3 0.0
C 3.331327 7.012016 2.493706 0.4 0.5 -1.3
C 1.854913 6.807882 2.657172 -0.6 -0.2 -0.8
O 1.760096 6.336126 3.987413 0.7 0.3 0.8
C 2.816072 6.884288 4.659876 0.6 0.2 2.6
O 2.937226 6.885029 5.875525 -0.4 -0.1 -2.9
O 3.716122 7.438372 3.791274 -0.8 -0.5 1.1
H 3.576493 7.652902 0.441828 0.0 0.0 0.2
H 3.041872 8.938392 1.539726 0.0 -0.2 0.1
H 4.715365 8.405529 1.587155 -0.1 -0.2 -0.1
H 3.853394 6.072270 2.279376 -0.1 0.0 0.0
H 1.449066 6.077830 1.952376 0.0 0.0 0.3
H 1.276558 7.736362 2.583402 0.2 0.0 -0.1

---

63
Properties=species:S:1:pos:R:3:forces:R:3 method="wB97M-V/def2-TZVPD" gap_ev="6.74 / 7.27" s_squared=8.7642 e_homo_ev="-14.12 / -14.98" charge=+2 lumo_energy_ev="-7.38 / -7.71" multiplicity=6
Fe 0.343227 0.321986 -0.525403 0.1 -0.1 -0.1
C 0.633319 0.366487 1.804255 -0.1 0.0 0.0
C 1.761474 0.997096 1.180807 0.0 0.0 0.0
C 1.295534 2.152816 0.503041 -0.1 0.0 0.1
C -0.123752 2.245240 0.712197 0.0 0.0 0.0
C -0.529044 1.123878 1.490011 0.1 0.0 0.0
C -1.912978 0.831237 1.971343 0.0 0.0 0.0
C -0.978386 3.407876 0.332484 0.0 0.0 0.0
C 2.120947 3.176033 -0.209946 0.0 0.0 0.0
C 3.182291 0.546064 1.304572 0.0 0.0 0.0
C 0.672860 -0.800552 2.732312 0.0 0.0 0.0
H -2.050397 1.218157 2.983743 0.0 0.0 0.0
H -2.110018 -0.241199 2.011213 0.0 0.0 0.0
H -2.668380 1.297577 1.339318 0.0 0.0 0.0
H -0.970951 4.132318 1.151538 0.0 0.0 0.0
H -2.013969 3.119908 0.158373 0.0 0.0 0.0
H -0.610149 3.920610 -0.554353 0.0 0.0 0.0
H 2.287920 4.039067 0.438421 0.0 0.0 0.0
H 1.627691 3.551405 -1.108065 0.0 0.0 0.0
H 3.103506 2.795046 -0.487028 0.0 0.0 0.0
H 3.604099 0.894238 2.250279 0.0 0.0 0.0
H 3.814075 0.946134 0.511832 0.0 0.0 0.0
H 3.271829 -0.541148 1.300488 0.0 0.0 0.0
H -0.191573 -1.453004 2.606471 0.0 0.0 0.0
H 0.654448 -0.442448 3.764701 0.0 0.0 0.0
H 1.579558 -1.392282 2.615278 0.0 0.0 0.0
C -3.764529 3.224851 -3.103067 0.0 0.0 0.0
C -2.377926 3.181094 -3.175415 0.0 0.0 0.0
C -1.698782 2.141854 -2.564985 0.0 0.0 0.0
C -2.413299 1.142191 -1.913601 0.0 0.0 0.0
C -3.804185 1.175450 -1.840126 0.0 0.0 0.0
C -4.472395 2.230910 -2.432945 0.0 0.0 0.0
N -1.651746 0.092151 -1.340348 0.0 0.0 0.0
N -2.236223 -0.983029 -1.137434 0.0 -0.1 0.1
C -1.419025 -2.014201 -0.601812 0.0 0.1 0.0
C -1.984481 -3.263967 -0.468705 0.0 0.0 0.0
C -1.176633 -4.302543 -0.018026 0.0 0.0 0.0
C 0.151348 -4.041405 0.269982 0.0 0.0 0.0
C 0.630239 -2.747697 0.121697 0.0 0.0 0.0
N -0.140484 -1.745219 -0.297529 0.0 0.0 0.0
H -4.299199 4.041181 -3.569575 0.0 0.0 0.0
H -1.835944 3.954572 -3.701834 0.0 0.0 0.0
H -0.614916 2.095103 -2.605692 0.0 0.0 0.0
H -4.339431 0.393103 -1.320640 0.0 0.0 0.0
H -5.551053 2.281030 -2.377734 0.0 0.0 0.0
H -3.024356 -3.403995 -0.727607 0.0 0.0 0.0
H -1.581308 -5.298849 0.097374 0.0 0.0 0.0
H 0.818073 -4.820882 0.610070 0.0 0.0 0.0
H 1.662616 -2.509587 0.343236 0.0 0.0 0.0
N 1.775597 0.418126 -2.128302 0.0 0.0 0.0
C 1.812418 -0.929680 -2.679031 -0.1 0.0 0.0
C 2.845118 -1.781828 -2.326738 0.0 0.0 0.0
C 2.811966 -3.098687 -2.767025 0.0 0.0 0.0
C 1.754736 -3.548824 -3.545665 0.0 0.0 0.0
C 0.733014 -2.677675 -3.901469 0.0 0.0 0.0
C 0.754824 -1.360357 -3.465695 0.0 0.0 0.0
H 2.701047 0.679509 -1.795618 0.0 0.0 0.0
H 1.533139 1.096464 -2.847493 0.0 0.0 0.0
H 3.679527 -1.422595 -1.733410 0.0 0.0 0.0
H 3.623600 -3.767675 -2.514145 0.0 0.0 0.0
H 1.739168 -4.571668 -3.896129 0.0 0.0 0.0
H -0.077299 -3.019130 -4.531644 0.0 0.0 0.0
H -0.035181 -0.674434 -3.754861 0.0 0.0 0.0